14
Properties=species:S:1:pos:R:3:nbo_charge:R:1 method="wB97M-V/def2-TZVPD" smiles="C1=CCCCC=1" homo_ev=-8.572 de_lowest_kj_mol=208.9 gap_ha=0.345
C 1.06 -0.58 -0.50 -0.415
C 0.08 -0.78 0.69 -0.395
C -0.68 0.52 1.07 -0.425
C -1.41 0.77 -0.24 -0.251
C -0.58 0.90 -1.25 0.057
C 0.63 0.49 -1.56 -0.284
H 1.95 -0.14 -0.01 0.207
H 1.35 -1.59 -0.83 0.215
H 0.76 -1.18 1.46 0.218
H -0.68 -1.57 0.53 0.202
H 0.02 1.32 1.33 0.216
H -1.38 0.41 1.91 0.216
H -2.42 0.40 -0.36 0.215
H 1.29 1.03 -2.25 0.224

=====

14
Properties=species:S:1:pos:R:3:nbo_charge:R:1 method="wB97M-V/def2-TZVPD" homo_ev=-8.852 de_lowest_kj_mol=179.8 gap_ha=0.369
C 1.07 -0.63 -0.13 -0.362
C -0.25 -0.45 -0.87 -0.261
C -0.97 -0.73 0.49 -0.370
C 0.23 0.11 1.00 -0.273
C -0.05 1.46 0.35 -0.214
C -0.32 1.09 -0.90 -0.197
H 1.98 -0.13 -0.50 0.201
H 1.32 -1.68 0.13 0.193
H -0.47 -1.00 -1.78 0.205
H -0.94 -1.77 0.83 0.203
H -1.99 -0.33 0.58 0.208
H 0.89 -0.09 1.81 0.226
H -0.05 2.46 0.78 0.224
H -0.46 1.69 -1.79 0.217

=====

14
Properties=species:S:1:pos:R:3:nbo_charge:R:1 method="wB97M-V/def2-TZVPD" smiles="C#CCCC=C" homo_ev=-9.628 de_lowest_kj_mol=162.9 gap_ha=0.395
C -0.72 -1.05 -2.41 -0.269
C -0.78 -0.23 -1.53 0.010
C -0.89 0.72 -0.42 -0.489
C -0.66 0.07 0.96 -0.431
C 0.78 0.03 1.40 -0.174
C 1.83 -0.05 0.58 -0.407
H -0.68 -1.77 -3.19 0.239
H -0.17 1.53 -0.56 0.238
H -1.88 1.19 -0.45 0.238
H -1.25 0.62 1.71 0.213
H -1.07 -0.95 0.95 0.229
H 0.94 0.07 2.48 0.199
H 2.84 -0.06 0.96 0.202
H 1.70 -0.13 -0.50 0.201